# 1
A gas-phase ion, C8H10N4O (charge +2) in a non-equilibrium geometry, computed with ωB97M-V/def2-TZVPD.

Last columns: bonded neighbours and bond lengths (Å).
Cartesian coordinates (Å):
1 C 3.00181 2.11103 -1.89892  C2 1.425, C3 1.415, H14 1.136
2 C 2.28505 1.20007 -2.72758  C1 1.425, C4 1.376, H15 1.032
3 C 2.67782 2.22292 -0.52597  C1 1.415, C5 1.405, H16 1.115
4 C 1.30411 0.36973 -2.23580  C2 1.376, C6 1.416, H17 1.120
5 C 1.86879 1.23114 0.05306  C3 1.405, C6 1.479, H18 1.157
6 C 1.17260 0.27016 -0.82989  C4 1.416, C5 1.479, N12 1.295
7 C -0.29464 -1.76844 1.62923  N9 1.231, O13 1.383, H19 1.014
8 C -2.65194 -1.33576 1.64125  N10 1.372, N11 1.316, O13 1.323
9 N -0.01277 -1.06086 0.66233  C7 1.231, N12 1.201
10 N -2.93192 -1.41469 0.30011  C8 1.372, H20 1.011, H21 1.000
11 N -3.64938 -0.89301 2.37661  C8 1.316, H22 1.013, H23 1.005
12 N 0.51659 -0.74700 -0.36924  C6 1.295, N9 1.201
13 O -1.53079 -1.69469 2.24431  C7 1.383, C8 1.323
14 H 3.81420 2.84969 -2.18901  C1 1.136
15 H 2.57778 1.38593 -3.69945  C2 1.032
16 H 3.22454 2.95946 0.10797  C3 1.115
17 H 0.77043 -0.19749 -3.04040  C4 1.120
18 H 1.67513 1.18311 1.19306  C5 1.157
19 H 0.25142 -2.38353 2.22177  C7 1.014
20 H -3.76194 -0.91750 0.00781  N10 1.011
21 H -2.14581 -1.46551 -0.31564  N10 1.000
22 H -4.59242 -0.97314 2.01632  N11 1.013
23 H -3.56867 -0.93163 3.37805  N11 1.005

For the orbital gap (alpha / beta), the calculation gives 8.282 / 5.498 eV. Its spin multiplicity is 3. As for the highest occupied orbital energy (alpha / beta): -15.395 / -16.980 eV. The value obtained for the LUMO energy (alpha / beta) is -7.11 / -11.48 eV. The charge is +2.

# 2
2 unconnected molecules or ions with the total composition C6H6Cl2O in a non-equilibrium geometry, computed with ωB97M-V/def2-TZVPD.

Last columns: bonded neighbours and bond lengths (Å).
Cartesian coordinates (Å):
1 Cl 1.32170 -1.18677 3.42894  C2 1.704
2 C 0.55801 -1.31199 1.91111  Cl1 1.704, C3 1.437, C8 1.384
3 C -0.06700 -2.50264 1.40500  C2 1.437, C4 1.458, H9 1.098
4 C -0.67738 -2.49458 0.08082  C3 1.458, C5 1.388, H10 1.098
5 C -0.72958 -1.28605 -0.60074  C4 1.388, C6 1.380, H11 1.098
6 C -0.30408 -0.11076 -0.01640  C5 1.380, Cl7 1.721, C8 1.412
7 Cl -0.25717 1.33396 -0.95118  C6 1.721
8 C 0.40704 -0.13192 1.20317  C2 1.384, C6 1.412, H12 1.098
9 H -0.06786 -3.41143 2.02119  C3 1.098
10 H -1.12335 -3.42308 -0.29943  C4 1.098
11 H -1.16530 -1.39349 -1.60284  C5 1.098
12 H 0.75470 0.82591 1.61220  C8 1.098
13 O 0.62044 5.10552 -2.37515  H14 0.984, H15 0.984
14 H -0.06606 4.43220 -2.58401  O13 0.984
15 H 0.79589 5.55511 -3.23267  O13 0.984

For the orbital gap, the calculation gives 9.816 eV. As for the highest occupied orbital energy: -9.233 eV. The value obtained for the LUMO energy is 0.58 eV. As for the SMILES: Clc1cccc(Cl)c1.O. The charge is 0.

# 3
C2H4N2S in the gas phase in a non-equilibrium geometry, computed with ωB97M-V/def2-TZVPD.

Last columns: bonded neighbours and bond lengths (Å).
Cartesian coordinates (Å):
1 C 0.56296 0.99053 -1.56600  N2 1.263, H6 1.245, H7 1.204
2 N 1.39772 0.25004 -0.97481  C1 1.263, N3 1.368
3 N 1.17358 -0.14099 0.31690  N2 1.368, C4 1.404, H8 0.961
4 C -0.00088 -0.48465 1.00559  N3 1.404, S5 1.584, H9 1.075
5 S -1.52033 -0.31628 0.58911  C4 1.584
6 H -0.48476 1.60397 -1.29062  C1 1.245
7 H 1.01437 1.05025 -2.68028  C1 1.204
8 H 2.04112 -0.38173 0.65200  N3 0.961
9 H 0.38300 -1.01055 1.86108  C4 1.075

For the orbital gap, the calculation gives 9.021 eV. As for the highest occupied orbital energy: -8.684 eV. The value obtained for the LUMO energy is 0.34 eV. As for the SMILES: C=NNC=S. The charge is 0.

The records above yield ΔE to the lowest compared entry with this formula, charge and spin values of 0.00; 14.44; 54.31 kcal per mole, respectively.